Entry 1:
DFT (the ωB97M-V functional and the def2-TZVPD basis) results for C30H42BeBr2N2P2 as an isolated structure in a non-equilibrium geometry.

Geometry as XYZ:
```
79
Properties=species:S:1:pos:R:3:forces:R:3
C 0.7345 -4.1623 -3.4648 -0.4 -1.1 0.6
C 1.5130 -3.8004 -2.3335 0.7 0.0 -1.4
C 2.9134 -3.8534 -2.5667 0.1 -0.9 0.8
C 3.4205 -4.6504 -3.6155 -0.3 0.9 0.0
N 2.6428 -5.1718 -4.5726 -0.3 -0.5 0.9
C 1.3258 -4.9642 -4.4771 -0.1 1.0 0.1
C 0.9761 -3.4132 -1.0394 -1.0 1.6 1.5
C 0.5047 -2.9928 0.0245 0.4 1.2 -1.9
C -0.0633 -2.3854 1.2435 -0.3 1.0 1.6
C -0.5235 -0.9934 1.7364 -0.2 0.3 -0.7
C -1.0370 -0.8453 3.0624 1.4 -0.9 -0.7
C -0.7886 -1.7930 4.0354 0.1 -0.4 1.1
C -0.4715 -3.0961 3.6296 -0.1 0.3 -0.6
C -0.2078 -3.3407 2.2537 -0.3 -0.5 0.1
Be -1.5228 0.4252 0.9659 2.7 -2.5 -1.1
P 0.2544 0.4377 -1.0865 0.4 0.6 -2.8
H 3.6040 -3.3613 -1.8617 -0.4 -0.7 -0.2
H -0.3501 -3.9600 -3.5098 0.6 -0.4 0.3
H 4.4971 -4.8802 -3.6689 -0.6 0.4 -0.1
H 0.6906 -5.4685 -5.2288 0.4 0.6 0.4
H -0.0582 -4.3668 1.8929 0.1 0.3 0.7
H 0.1067 0.1512 1.6681 -0.1 -1.5 -0.4
H -0.4420 -3.9524 4.3161 0.2 0.6 -0.2
H -1.4824 0.1010 3.3179 0.3 0.5 0.5
C 0.2185 2.1363 -1.8859 -0.1 0.3 0.5
C 1.1864 2.4972 -3.0319 0.0 0.1 -0.2
H 0.3770 2.8404 -1.0526 -0.1 0.0 -0.2
H -0.8161 2.2937 -2.2375 0.3 0.0 0.3
H 1.1409 3.5831 -3.2192 0.0 -0.4 0.1
H 2.2353 2.2524 -2.8101 -0.4 0.1 0.0
H 0.9213 2.0078 -3.9815 0.1 0.1 0.5
C 2.0143 -0.1089 -1.6407 0.2 0.0 1.2
C 2.3053 -0.5889 -3.0713 -0.2 -0.1 -0.3
H 2.2715 -0.9243 -0.9486 0.1 0.2 -0.1
H 2.6999 0.7266 -1.4144 -0.4 -0.3 0.2
H 3.3206 -1.0207 -3.1075 -0.4 0.2 0.2
H 1.6268 -1.3948 -3.3779 0.2 0.3 0.0
H 2.2792 0.2099 -3.8284 -0.1 -0.3 0.4
C -0.7550 -0.4900 -2.3442 -0.3 -0.2 0.2
C -0.8760 0.0038 -3.7907 0.0 -0.1 -0.3
H -1.7668 -0.4932 -1.9142 0.0 -0.2 -0.1
H -0.3928 -1.5287 -2.3180 -0.2 0.2 0.0
H -1.6260 -0.6080 -4.3110 0.2 0.1 0.1
H -1.2163 1.0424 -3.8629 0.0 -0.2 0.1
H 0.0509 -0.0827 -4.3699 -0.2 0.0 0.3
Br -0.6033 -1.1176 5.8704 -0.5 -0.8 -1.3
P 1.8389 1.5695 1.9336 -0.6 -0.5 -0.4
C 3.1486 2.3821 0.8846 -0.7 -0.6 -0.2
C 3.8953 3.4544 1.6442 0.4 0.1 0.0
H 2.6142 2.7891 0.0063 0.3 0.0 0.3
H 3.8134 1.5943 0.4937 -0.2 0.2 0.2
H 4.5968 3.9438 0.9676 0.0 0.1 0.1
H 3.2065 4.2020 2.0431 0.3 0.0 -0.1
H 4.4608 3.0267 2.4765 0.0 0.1 -0.1
C 1.4099 2.7517 3.2733 -0.3 -0.1 -0.4
C 2.2031 2.6197 4.5565 0.0 0.4 0.4
H 0.3371 2.5673 3.4445 0.3 0.1 0.2
H 1.4665 3.7662 2.8501 -0.1 -0.3 0.2
H 1.7663 3.2940 5.2968 0.1 -0.1 0.1
H 2.1693 1.6014 4.9569 0.0 0.2 0.0
H 3.2460 2.9226 4.4312 -0.2 -0.1 0.0
C 2.6035 0.0654 2.6907 -0.3 0.2 -0.2
C 4.0514 0.1841 3.1364 0.2 -0.3 0.2
H 2.4886 -0.7180 1.9217 0.1 0.2 0.2
H 1.9423 -0.2440 3.5145 0.1 0.1 -0.1
H 4.3560 -0.7766 3.5702 0.1 0.2 -0.1
H 4.7042 0.4013 2.2827 -0.1 0.0 0.3
H 4.1862 0.9499 3.9076 0.0 -0.2 -0.3
Br -3.8447 4.7334 -0.5035 -0.2 -1.2 0.1
C -3.9128 2.8211 -0.3078 0.0 0.8 -0.1
C -4.9815 2.0458 -0.7647 -0.2 0.1 -0.7
C -4.9440 0.6529 -0.8135 0.4 0.0 0.3
C -3.8802 0.0395 -0.1872 0.2 0.5 0.4
N -2.9332 0.8115 0.3857 0.9 0.4 -0.2
C -2.8436 2.1594 0.2452 -1.6 -0.4 -0.4
H -5.8222 2.5465 -1.2070 -0.3 0.2 -0.1
H -5.6854 0.0380 -1.3184 0.0 0.4 0.2
H -3.7234 -1.0301 -0.1099 -0.2 0.1 0.0
H -1.9378 2.6596 0.5471 0.2 0.2 0.3
```
Positions in Å, forces in eV/Å.

Summary:
Orbital gap (eV): 6.82
ΔE to the lowest compared entry with this formula, charge and spin (eV): 5.285
Total charge: +2
HOMO (eV): -13.605
E_tot (eV): -193816.5242

---

Entry 2:
DFT (the ωB97M-V functional and the def2-TZVPD basis) results for a 2-piece molecular cluster, CHClNO2 overall in a non-equilibrium geometry.

Geometry as XYZ:
```
6
Properties=species:S:1:pos:R:3:forces:R:3
C -0.7350 1.5898 -1.1911 2.3 -3.2 -1.2
N -2.1351 -0.1139 -0.6541 -2.3 1.4 0.7
O -1.2558 2.5397 -0.8291 -2.3 3.2 1.3
O 0.2038 1.0367 -1.6677 -0.7 -0.4 0.1
Cl -1.1947 -0.6414 0.6943 0.9 -0.7 1.0
H -3.0382 0.1774 -0.0607 2.2 -0.3 -1.9
```
Positions in Å, forces in eV/Å.

Summary:
Orbital gap (eV): 6.85
ΔE to the lowest compared entry with this formula, charge and spin (eV): 1.434
Total charge: -1
HOMO (eV): -2.638
E_tot (eV): -19160.4653